# 1
Entry from the OMol25 dataset: a structure of composition C24H43IrN2P3SSe at a distorted geometry (ωB97M-V with the def2-TZVPD basis set).

Last column: Löwdin charge in e.
Cartesian coordinates (Å):
Ir (0.036, 0.231, 0.547)  0.602
P (0.295, 2.188, 1.522)  0.567
P (-2.225, 0.456, 0.469)  0.594
P (2.247, -0.044, 0.217)  0.564
H (-1.330, -2.958, -5.505)  0.052
C (-0.706, -3.740, -5.051)  -0.055
C (-0.548, -3.846, -3.699)  -0.081
H (-1.065, -3.189, -2.965)  0.025
C (0.467, 3.776, 0.607)  -0.273
C (-1.011, 2.625, 2.749)  -0.244
C (1.739, 2.361, 2.660)  -0.245
C (-3.022, -0.652, -0.737)  -0.244
C (-3.124, -0.016, 2.002)  -0.210
C (-2.961, 2.064, 0.008)  -0.235
C (2.656, -1.335, -1.003)  -0.250
C (3.198, -0.600, 1.684)  -0.217
C (3.128, 1.411, -0.445)  -0.234
H (-0.273, -4.447, -5.797)  0.085
H (0.060, -4.644, -3.276)  0.049
H (0.708, 4.582, 1.314)  0.079
H (-0.473, 4.020, 0.089)  0.017
H (1.289, 3.689, -0.120)  0.014
H (-0.772, 3.616, 3.162)  0.074
H (-1.015, 1.932, 3.601)  0.043
H (-2.015, 2.661, 2.310)  0.015
H (1.665, 3.349, 3.141)  0.072
H (2.699, 2.286, 2.132)  0.030
H (1.716, 1.634, 3.483)  0.039
H (-4.106, -0.554, -0.580)  0.070
H (-2.709, -1.691, -0.567)  0.022
H (-2.759, -0.334, -1.754)  0.045
H (-4.196, 0.089, 1.775)  0.072
H (-2.870, 0.632, 2.848)  0.043
H (-2.923, -1.062, 2.269)  0.044
H (-4.053, 1.938, 0.063)  0.077
H (-2.655, 2.313, -1.018)  0.019
H (-2.667, 2.886, 0.669)  0.030
H (3.736, -1.230, -1.190)  0.064
H (2.093, -1.168, -1.934)  0.039
H (2.446, -2.323, -0.569)  0.053
H (4.239, -0.730, 1.354)  0.072
H (2.802, -1.563, 2.032)  0.051
H (3.169, 0.133, 2.498)  0.034
H (4.102, 1.025, -0.783)  0.070
H (3.287, 2.192, 0.311)  0.041
H (2.573, 1.817, -1.307)  0.026
C (0.323, 1.735, -3.824)  -0.530
C (-0.149, 0.411, -3.804)  -0.100
C (0.071, -0.390, -4.923)  -0.017
C (0.752, 0.158, -6.017)  0.019
C (1.234, 1.477, -6.034)  -0.002
C (1.036, 2.276, -4.912)  -0.063
Se (-0.120, 2.846, -2.336)  1.129
H (0.255, 1.697, -1.348)  -0.141
H (-0.669, 0.067, -2.909)  0.070
H (-0.247, -1.440, -4.963)  0.066
H (0.936, -0.456, -6.895)  0.137
H (1.758, 1.839, -6.920)  0.139
H (1.391, 3.298, -4.867)  0.121
N (-0.848, -2.883, -0.159)  0.160
C (-0.673, -2.706, 1.186)  -0.605
N (-0.262, -1.560, 1.710)  -0.090
C (-0.243, -1.601, 3.124)  -0.267
C (0.057, -0.532, 3.961)  -0.003
C (-0.035, -0.698, 5.344)  0.012
C (-0.392, -1.959, 5.841)  0.028
C (-0.724, -3.037, 5.013)  -0.004
C (-0.675, -2.839, 3.640)  -0.422
S (-1.154, -3.925, 2.361)  1.193
H (-1.239, -3.756, -0.500)  0.135
H (-0.332, -2.262, -0.775)  0.072
H (0.332, 0.403, 3.487)  0.038
H (0.175, 0.155, 5.999)  0.141
H (-0.417, -2.093, 6.915)  0.140
H (-1.016, -4.008, 5.390)  0.138

energy above the lowest of the compared OMol25 structures with the same formula, charge and spin	11.6	kcal/mol
multiplicity	5
LUMO (alpha / beta)	-8.100 / -12.264	eV
E	-4976.7883	a.u.
HOMO energy (alpha / beta)	-14.36 / -16.90	eV
charge	+3

=====

# 2
Entry from the OMol25 dataset: a structure of composition C24H44B2F2GaN2P2 (ωB97M-V with the def2-TZVPD basis set).

Last column: Löwdin charge in e.
Cartesian coordinates (Å):
Ga (0.156, 0.079, 1.394)  0.747
C (0.640, 3.711, 2.505)  -0.089
C (-0.325, 4.049, 1.353)  -0.693
C (0.172, 5.312, 0.640)  -0.070
C (-1.716, 4.283, 1.956)  -0.080
P (-0.345, 2.536, 0.290)  1.100
C (1.269, 2.624, -0.626)  -0.248
N (1.664, 1.270, -0.973)  -0.021
B (1.374, 0.116, -0.195)  -0.617
N (1.637, -1.018, -1.011)  -0.001
C (1.296, -2.401, -0.737)  -0.250
P (0.124, -2.503, 0.702)  1.094
C (1.008, -3.596, 1.905)  -0.684
C (0.139, -3.813, 3.151)  -0.073
C (1.452, -4.950, 1.334)  -0.070
C (2.248, -2.784, 2.326)  -0.082
C (-1.429, -3.210, -0.013)  -0.693
C (-1.272, -4.626, -0.575)  -0.071
C (-1.843, -2.249, -1.140)  -0.088
C (-2.536, -3.181, 1.050)  -0.079
C (2.154, -0.557, -2.234)  -0.153
C (2.573, -1.257, -3.353)  -0.006
C (3.007, -0.526, -4.454)  -0.078
C (3.023, 0.869, -4.430)  -0.077
C (2.607, 1.574, -3.306)  -0.010
C (2.170, 0.848, -2.210)  -0.170
C (-1.652, 2.556, -1.031)  -0.684
C (-2.976, 2.087, -0.408)  -0.085
C (-1.242, 1.541, -2.108)  -0.073
C (-1.856, 3.920, -1.695)  -0.077
H (0.720, 4.575, 3.170)  0.100
H (1.650, 3.474, 2.162)  0.084
H (0.279, 2.872, 3.105)  0.062
H (0.199, 6.132, 1.364)  0.097
H (-0.475, 5.619, -0.178)  0.067
H (1.186, 5.196, 0.251)  0.080
H (-1.632, 5.021, 2.758)  0.097
H (-2.139, 3.375, 2.391)  0.085
H (-2.424, 4.674, 1.225)  0.073
H (2.010, 3.105, 0.012)  0.093
H (1.165, 3.240, -1.522)  0.098
H (2.185, -2.995, -0.531)  0.093
H (0.817, -2.841, -1.613)  0.090
H (-0.702, -4.477, 2.958)  0.071
H (-0.250, -2.876, 3.558)  0.079
H (0.748, -4.279, 3.930)  0.099
H (0.643, -5.678, 1.340)  0.075
H (2.255, -5.350, 1.959)  0.097
H (1.838, -4.888, 0.316)  0.074
H (1.992, -1.789, 2.698)  0.063
H (2.973, -2.666, 1.517)  0.089
H (2.750, -3.310, 3.142)  0.100
H (-0.376, -4.746, -1.189)  0.080
H (-2.133, -4.859, -1.210)  0.096
H (-1.241, -5.373, 0.217)  0.077
H (-1.217, -2.339, -2.030)  0.088
H (-1.826, -1.204, -0.824)  0.051
H (-2.870, -2.477, -1.435)  0.100
H (-2.352, -3.867, 1.873)  0.067
H (-3.480, -3.475, 0.582)  0.097
H (-2.675, -2.181, 1.467)  0.081
H (2.570, -2.340, -3.371)  0.113
H (3.346, -1.047, -5.339)  0.106
H (3.374, 1.412, -5.297)  0.107
H (2.636, 2.657, -3.290)  0.113
H (-2.872, 1.134, 0.117)  0.069
H (-3.711, 1.945, -1.206)  0.095
H (-3.389, 2.810, 0.296)  0.072
H (-1.038, 0.547, -1.706)  0.057
H (-0.363, 1.855, -2.672)  0.083
H (-2.072, 1.447, -2.814)  0.102
H (-2.267, 4.661, -1.010)  0.070
H (-2.567, 3.805, -2.518)  0.096
H (-0.932, 4.317, -2.121)  0.083
F (0.447, 0.135, 4.251)  0.160
B (-0.528, 0.160, 3.342)  -0.741
F (-1.770, 0.183, 3.766)  0.194

multiplicity	1
LUMO	-3.303	eV
E	-3907.3425	a.u.
HOMO energy	-10.67	eV
charge	+1

=====

# 3
Entry from the OMol25 dataset: a structure of composition C24H44Cl3CoN2O4Si at a distorted geometry (ωB97M-V with the def2-TZVPD basis set).

Last column: Löwdin charge in e.
Cartesian coordinates (Å):
C (3.484, 0.865, -0.750)  -0.051
C (2.650, 2.102, -0.681)  -0.220
H (4.141, 0.836, -1.630)  0.061
H (2.826, -0.022, -0.769)  0.042
H (4.120, 0.772, 0.147)  0.091
C (2.854, 3.200, -1.438)  -0.130
C (3.884, 3.372, -2.507)  -0.115
H (2.217, 4.074, -1.289)  0.097
H (4.435, 2.455, -2.716)  0.051
H (4.620, 4.148, -2.266)  0.065
H (3.418, 3.705, -3.443)  0.062
Co (-0.003, -0.534, 0.447)  0.074
Cl (0.614, -0.186, 2.496)  0.141
Cl (0.911, -2.086, -0.732)  0.150
H (-4.476, -2.815, 2.801)  0.089
H (-2.749, -4.239, 4.043)  0.087
C (-3.855, -2.890, 1.897)  -0.025
C (-2.176, -4.262, 3.107)  -0.045
N (-2.464, -3.089, 2.293)  -0.172
H (-3.950, -1.991, 1.294)  0.088
C (-1.491, -2.324, 1.837)  -0.307
O (-1.683, -1.340, 1.050)  -0.153
H (-1.113, -4.276, 3.342)  0.089
H (-0.469, -2.542, 2.192)  0.092
H (-4.206, -3.767, 1.332)  0.092
H (-2.440, -5.189, 2.578)  0.090
H (1.368, 0.578, -2.865)  0.089
H (0.520, 3.004, -3.237)  0.083
C (0.392, 0.207, -3.225)  -0.067
C (-0.362, 2.499, -3.677)  -0.066
N (-0.608, 1.224, -3.034)  -0.185
H (0.139, -0.707, -2.686)  0.014
C (-1.612, 1.095, -2.131)  -0.325
O (-1.793, 0.126, -1.387)  -0.036
H (-1.243, 3.136, -3.546)  0.080
H (-2.293, 1.975, -2.135)  0.130
H (0.493, -0.001, -4.301)  0.086
H (-0.166, 2.343, -4.750)  0.084
O (0.517, 1.181, -0.202)  -0.314
C (1.468, 2.010, 0.306)  -0.443
C (-0.087, 4.031, -0.039)  -0.049
C (0.916, 3.396, 0.692)  -0.169
H (-0.562, 3.496, -0.867)  0.098
C (-0.410, 5.365, 0.263)  -0.095
H (1.863, 1.534, 1.239)  0.069
C (1.546, 4.050, 1.741)  -0.036
H (-1.165, 5.884, -0.330)  0.091
C (0.227, 6.024, 1.316)  -0.124
C (1.213, 5.366, 2.052)  -0.101
H (2.345, 3.510, 2.257)  0.120
H (-0.039, 7.054, 1.571)  0.087
H (1.740, 5.863, 2.866)  0.090
Si (2.183, -5.659, -1.276)  0.097
Cl (3.390, -4.122, -1.990)  0.280
C (0.802, -5.823, -2.514)  -0.228
C (1.914, -5.077, 0.468)  -0.261
C (2.892, -7.428, -1.188)  -0.220
H (0.453, -4.834, -2.827)  0.020
H (-0.048, -6.374, -2.096)  0.029
H (1.126, -6.369, -3.412)  0.030
H (3.074, -7.895, -2.167)  0.020
H (2.148, -8.060, -0.680)  0.026
H (3.820, -7.510, -0.607)  0.020
H (1.599, -4.023, 0.433)  -0.078
H (2.854, -5.110, 1.035)  0.035
H (1.154, -5.636, 1.020)  0.022
C (-3.722, 1.713, 2.986)  -0.159
C (-3.991, 2.597, 1.741)  -0.157
C (-2.852, 2.192, 0.807)  -0.209
O (-1.742, 1.731, 1.590)  -0.173
C (-2.204, 1.484, 2.930)  -0.229
H (-4.042, 2.142, 3.947)  0.102
H (-4.252, 0.761, 2.856)  0.096
H (-3.899, 3.653, 2.018)  0.103
H (-4.979, 2.452, 1.290)  0.102
H (-3.144, 1.361, 0.140)  0.105
H (-2.509, 2.991, 0.140)  0.095
H (-1.649, 2.154, 3.607)  0.116
H (-1.884, 0.473, 3.220)  0.062

multiplicity	4
LUMO (alpha / beta)	2.428 / 2.428	eV
E	-4404.4013	a.u.
HOMO energy (alpha / beta)	-4.25 / -4.38	eV
charge	-1